# 1
15
Properties=species:S:1:pos:R:3:lowdin_charge:R:1 method="wB97M-V/def2-TZVPD" spin_multiplicity=1 gap_ev=9.382
C -2.3059 1.2706 -0.8496 -0.096
N -1.0771 1.1287 -0.9645 -0.102
N -0.7683 -0.2487 -0.9307 0.012
C 0.3328 -0.4773 -0.1822 -0.363
C 0.8602 -1.8685 -0.1986 -0.067
N 1.0356 0.4317 0.6362 -0.084
N 1.6119 -0.0549 1.8351 -0.039
H -2.9649 0.4181 -1.0635 0.069
H -2.6968 2.3583 -0.7301 0.091
H 0.2500 -2.5415 -0.8454 0.089
H 1.9157 -2.0657 -0.3668 0.078
H 0.8714 -2.3362 0.7757 0.056
H 0.5868 1.3956 0.5990 0.137
H 0.8800 -0.2297 2.6882 0.140
H 2.2198 0.6547 2.2924 0.080



# 2
11
Properties=species:S:1:pos:R:3:lowdin_charge:R:1 method="wB97M-V/def2-TZVPD" spin_multiplicity=1 gap_ev=9.092
C -0.9916 0.0263 -0.0680 -0.141
C -0.4935 -0.6907 -1.3124 -0.257
O 0.5887 -1.2130 -1.4113 0.054
C 1.9102 1.2878 0.9352 0.049
N 1.0069 0.4712 1.1113 -0.071
C -0.0979 -0.1550 1.1194 -0.154
H -1.0242 1.0949 -0.3288 0.127
H -2.0238 -0.2749 0.1374 0.113
H -1.2052 -0.6797 -2.1656 0.120
H 2.7447 0.8876 0.3455 0.040
H -0.3204 -0.8532 1.9198 0.120



# 3
70
Properties=species:S:1:pos:R:3:lowdin_spin:R:1 method="wB97M-V/def2-TZVPD" spin_multiplicity=6 s2=8.78 total_charge=+2 gap_ev="5.145 / 2.595"
Ir 0.0052 0.3183 -0.8804 1.452
C -2.0459 1.7678 -7.7113 0.115
C -2.1809 0.4878 -7.3732 0.121
C -1.3660 -0.6446 -7.9220 0.029
C 0.1205 -0.3035 -8.2198 0.033
C 0.8064 0.5071 -7.1529 0.272
C 0.8767 1.8401 -7.1804 0.273
C 0.2894 2.6782 -8.2950 0.029
C -1.1366 2.2958 -8.7806 0.017
C 1.2547 0.5339 0.7753 0.338
H -2.6861 2.5320 -7.2670 0.003
H -3.0505 0.1656 -6.7963 0.004
H -1.8475 -0.9781 -8.8640 0.002
H -1.3975 -1.5082 -7.2305 0.006
H 0.6583 -1.2641 -8.3369 0.000
H 0.1751 0.2077 -9.1938 0.011
H 1.3427 -0.0851 -6.4118 0.008
H 1.4920 2.3976 -6.4717 0.007
H 0.9662 2.6286 -9.1723 0.014
H 0.2560 3.7355 -7.9765 0.007
H -1.6032 3.2193 -9.1685 0.001
H -1.0725 1.6014 -9.6325 0.007
H 0.5858 1.0768 1.4695 0.023
H 2.1897 1.0786 0.5600 0.031
H 1.4463 -0.4905 1.1457 0.029
P 1.5928 -0.4935 -2.1014 0.093
P -1.4082 -0.7594 -2.1814 0.366
N 2.6149 0.8373 -2.5089 0.023
N 2.7295 -1.6773 -1.4533 0.008
N -2.2583 0.5575 -2.9746 0.091
N -2.7357 -1.7296 -1.5537 0.109
C 0.9299 -1.1816 -3.6369 0.027
C -0.5246 -1.6664 -3.4951 0.059
C 2.4217 2.1233 -2.0146 0.050
C 3.4308 2.9317 -2.5247 0.003
C 4.2449 2.1121 -3.3657 0.006
C 3.7227 0.8222 -3.3385 0.001
C 3.5455 -1.4863 -0.3280 0.000
C 4.2748 -2.6514 -0.1005 0.002
C 3.8875 -3.5898 -1.1098 0.000
C 2.9408 -2.9753 -1.9147 0.003
C -2.2769 1.8701 -2.4965 0.059
C -2.7921 2.7082 -3.4881 0.003
C -3.1322 1.8726 -4.5971 0.026
C -2.7800 0.5681 -4.2539 0.020
C -3.9548 -2.0242 -2.1660 0.345
C -4.7420 -2.7692 -1.2989 0.110
C -3.9845 -2.9542 -0.0952 0.137
C -2.7499 -2.3316 -0.2874 0.357
H 1.5785 -2.0002 -3.9651 0.004
H 1.0045 -0.3753 -4.3809 0.004
H -1.0689 -1.6030 -4.4503 0.008
H -0.5605 -2.7183 -3.1681 0.011
H 1.5712 2.3226 -1.3609 0.038
H 3.5502 3.9757 -2.3040 0.000
H 5.1077 2.4197 -3.9244 0.001
H 4.0044 -0.0919 -3.8258 0.000
H 3.5043 -0.5744 0.2404 0.000
H 4.9845 -2.8076 0.6847 0.000
H 4.2524 -4.5950 -1.2334 0.000
H 2.3810 -3.3388 -2.7600 0.000
H -1.9300 2.0931 -1.5104 0.018
H -2.9138 3.7776 -3.4052 0.000
H -3.5659 2.1869 -5.5304 0.002
H -2.8127 -0.3404 -4.8270 0.000
H -4.1619 -1.6760 -3.1678 0.013
H -5.7308 -3.1492 -1.4975 0.002
H -4.3070 -3.4659 0.7965 0.002
H -1.9077 -2.2153 0.3667 0.019
Cl -1.8017 0.7536 0.5483 0.148



Which DFT total energy belongs to each record? In order, -338.013752; -285.303719; -2515.249504 a.u..
Which relative energy (zero: lowest compared OMol25 entry of this formula, charge and spin) belongs to each record? In order, 367.7; 291.1; 0.0 kJ/mol.
Which molecular weight belongs to each record? In order, 100.13; 83.09; 705.22 Da.